[1]
A 6-piece molecular cluster, C18H28F3NO15S2 overall, computed with the ωB97M-V functional and the def2-TZVPD basis.

SMILES string = O=C1OC[C@@H](F)O1.O=C1OC[C@@H](F)O1.O=C1OC[C@@H](F)O1.C[N+](=O)[O-].O=S1(=O)CCCC1.O=S1(=O)CCCC1
Frontier orbital gap = 9.878 eV
E_HOMO = -0.36097 Ha
Multiplicity = 1
Molar mass = 619.542 g/mol
ΔE to the lowest compared entry with this formula, charge and spin = 35.5 kJ/mol

Bonds (Å) are listed after each position.
Element x y z (Å)
1 C 2.93916 -1.64745 -5.00184  N2 1.467, H5 1.090, H6 1.090, H7 1.090
2 N 1.70448 -0.86374 -5.12295  C1 1.467, O3 1.191, O4 1.212
3 O 1.63366 0.21335 -4.62051  N2 1.191
4 O 0.71563 -1.39254 -5.58191  N2 1.212
5 H 2.95079 -2.66996 -5.37926  C1 1.090
6 H 3.18924 -1.78302 -3.94962  C1 1.090
7 H 3.79140 -1.06062 -5.34451  C1 1.090
8 C 4.01970 2.19279 1.10286  C9 1.545, C14 1.514, H15 1.090, H16 1.090
9 C 5.04294 3.18750 1.69423  C8 1.545, C10 1.528, H17 1.090, H18 1.090
10 C 4.40306 3.85761 2.90928  C9 1.528, S11 1.874, H19 1.090, H20 1.090
11 S 2.65984 3.18882 3.07343  C10 1.874, O12 1.413, O13 1.521, C14 1.774
12 O 1.93953 4.21433 2.42021  S11 1.413
13 O 2.48697 2.97455 4.56895  S11 1.521
14 C 3.02702 1.72278 2.14482  C8 1.514, S11 1.774, H21 1.090, H22 1.090
15 H 4.45781 1.42423 0.46609  C8 1.090
16 H 3.57811 2.87707 0.37839  C8 1.090
17 H 5.19503 3.98039 0.96190  C9 1.090
18 H 6.01565 2.73534 1.88783  C9 1.090
19 H 4.24646 4.93535 2.86402  C10 1.090
20 H 4.82567 3.56289 3.86982  C10 1.090
21 H 2.03377 1.48337 1.76503  C14 1.090
22 H 3.47315 1.10923 2.92752  C14 1.090
23 C -0.92116 -4.69916 3.41869  C24 1.443, C29 1.596, H30 1.090, H31 1.090
24 C -0.02627 -4.55292 2.29601  C23 1.443, C25 1.484, H32 1.090, H33 1.090
25 C -0.75259 -5.11480 1.12997  C24 1.484, S26 1.884, H34 1.090, H35 1.090
26 S -2.06901 -6.38155 1.58819  C25 1.884, O27 1.497, O28 1.455, C29 1.841
27 O -1.70510 -7.75712 1.12380  S26 1.497
28 O -3.38616 -5.80942 1.35216  S26 1.455
29 C -1.49472 -6.18565 3.32636  C23 1.596, S26 1.841, H36 1.090, H37 1.090
30 H -1.70834 -3.94661 3.46473  C23 1.090
31 H -0.55272 -4.52492 4.42963  C23 1.090
32 H 0.80304 -5.22381 2.52017  C24 1.090
33 H 0.27379 -3.50917 2.20306  C24 1.090
34 H -0.05488 -5.54277 0.41014  C25 1.090
35 H -1.17752 -4.30595 0.53559  C25 1.090
36 H -0.65837 -6.86837 3.47643  C29 1.090
37 H -2.27387 -6.56206 3.98918  C29 1.090
38 C 1.02334 -0.04959 -1.02215  C39 1.537, O43 1.433, H45 1.090, H46 1.090
39 C -0.29674 -0.80946 -0.81735  C38 1.537, O40 1.401, F44 1.271, H47 1.090
40 O 0.17544 -1.83774 0.00863  C39 1.401, C41 1.295
41 C 1.46057 -1.99715 0.00548  O40 1.295, O42 1.268, O43 1.352
42 O 2.06065 -2.91197 0.64612  C41 1.268
43 O 2.05149 -0.98085 -0.66192  C38 1.433, C41 1.352
44 F -0.68264 -1.31853 -1.91572  C39 1.271
45 H 1.00590 0.83427 -0.38449  C38 1.090
46 H 1.14331 0.27947 -2.05434  C38 1.090
47 H -1.07258 -0.19240 -0.36413  C39 1.090
48 C -0.86587 4.91459 -1.21172  C49 1.489, O53 1.414, H55 1.090, H56 1.090
49 C 0.11907 3.88025 -1.63144  C48 1.489, O50 1.393, F54 1.377, H57 1.090
50 O -0.56760 3.21434 -2.64394  C49 1.393, C51 1.353
51 C -1.89663 3.43910 -2.52599  O50 1.353, O52 1.235, O53 1.377
52 O -2.73758 2.77868 -3.14357  C51 1.235
53 O -2.12922 4.37073 -1.53870  C48 1.414, C51 1.377
54 F 0.35413 2.98472 -0.61215  C49 1.377
55 H -0.62214 5.88178 -1.65131  C48 1.090
56 H -0.81068 4.86606 -0.12420  C48 1.090
57 H 1.01445 4.41584 -1.94693  C49 1.090
58 C -6.46249 0.95049 -1.39455  C59 1.501, O63 1.421, H65 1.090, H66 1.090
59 C -6.08967 2.37267 -1.09266  C58 1.501, O60 1.430, F64 1.345, H67 1.090
60 O -4.80578 2.32173 -0.46462  C59 1.430, C61 1.391
61 C -4.40613 0.99317 -0.35881  O60 1.391, O62 1.203, O63 1.386
62 O -3.28599 0.67638 -0.05538  C61 1.203
63 O -5.53948 0.22991 -0.58905  C58 1.421, C61 1.386
64 F -6.95614 2.86987 -0.19273  C59 1.345
65 H -6.29862 0.70504 -2.44384  C58 1.090
66 H -7.52056 0.82534 -1.16449  C58 1.090
67 H -5.98689 3.03550 -1.95185  C59 1.090

In the natural (NBO) picture, each atom carries the following charge in e:
1. C -0.51
2. N 0.53
3. O -0.38
4. O -0.36
5. H 0.24
6. H 0.24
7. H 0.24
8. C -0.43
9. C -0.41
10. C -0.64
11. S 2.11
12. O -0.94
13. O -0.92
14. C -0.65
15. H 0.24
16. H 0.22
17. H 0.21
18. H 0.22
19. H 0.24
20. H 0.24
21. H 0.25
22. H 0.26
23. C -0.40
24. C -0.42
25. C -0.64
26. S 2.08
27. O -0.92
28. O -0.91
29. C -0.65
30. H 0.21
31. H 0.22
32. H 0.20
33. H 0.25
34. H 0.25
35. H 0.25
36. H 0.23
37. H 0.25
38. C -0.15
39. C 0.44
40. O -0.49
41. C 0.97
42. O -0.61
43. O -0.49
44. F -0.30
45. H 0.20
46. H 0.23
47. H 0.20
48. C -0.14
49. C 0.43
50. O -0.48
51. C 0.97
52. O -0.57
53. O -0.46
54. F -0.35
55. H 0.20
56. H 0.23
57. H 0.18
58. C -0.13
59. C 0.43
60. O -0.50
61. C 1.00
62. O -0.58
63. O -0.49
64. F -0.33
65. H 0.20
66. H 0.22
67. H 0.17

[2]
One molecule with the formula C18H28N4O3, computed with the ωB97M-V functional and the def2-TZVPD basis.

SMILES string = CCOC(=O)N1CCC(NC(=O)Cn2cc3c(n2)CCCCC3)CC1
Frontier orbital gap = 9.655 eV
E_HOMO = -0.32774 Ha
Multiplicity = 1
Molar mass = 348.447 g/mol
ΔE to the lowest compared entry with this formula, charge and spin = 5.5 kJ/mol

Bonds (Å) are listed after each position.
Element x y z (Å)
1 C -4.52782 -3.34002 -0.86150  C2 1.522, H51 1.087, H52 1.086, H53 1.088
2 C -4.84802 -1.88123 -1.15521  C1 1.522, H3 1.092, H4 1.095, O5 1.425
3 H -5.16666 -1.74827 -2.19158  C2 1.092
4 H -5.62854 -1.52398 -0.47568  C2 1.095
5 O -3.69748 -1.05152 -1.01714  C2 1.425, C6 1.356
6 C -3.40352 -0.65935 0.24683  O5 1.356, O7 1.210, N8 1.352
7 O -4.08469 -0.92648 1.21016  C6 1.210
8 N -2.24964 0.04200 0.30778  C6 1.352, C9 1.445, C45 1.446
9 C -1.49212 0.47559 -0.84436  N8 1.445, H10 1.096, C11 1.529, H50 1.089
10 H -0.44031 0.21346 -0.68126  C9 1.096
11 C -1.63542 1.98726 -1.02529  C9 1.529, H12 1.091, H13 1.090, C14 1.537
12 H -2.67771 2.22928 -1.23749  C11 1.091
13 H -1.02561 2.32440 -1.86391  C11 1.090
14 C -1.19944 2.72660 0.24914  C11 1.537, N15 1.448, C43 1.530, H49 1.096
15 N 0.22317 2.57557 0.47361  C14 1.448, C16 1.340, H42 1.019
16 C 1.15128 3.24358 -0.22432  N15 1.340, O17 1.212, C18 1.546
17 O 0.94295 4.16967 -0.97716  C16 1.212
18 C 2.57702 2.71959 0.06495  C16 1.546, N19 1.436, H40 1.090, H41 1.095
19 N 2.64270 1.28943 -0.04224  C18 1.436, C20 1.348, N23 1.338
20 C 3.28064 0.54942 -0.97101  N19 1.348, C21 1.379, H39 1.071
21 C 2.98760 -0.77386 -0.71748  C20 1.379, C22 1.407, C30 1.489
22 C 2.14229 -0.73816 0.40678  C21 1.407, N23 1.326, C24 1.487
23 N 1.94762 0.51386 0.79707  N19 1.338, C22 1.326
24 C 1.52956 -1.89256 1.11610  C22 1.487, H25 1.092, C26 1.531, H38 1.095
25 H 0.99905 -1.51531 1.99251  C24 1.092
26 C 2.57707 -2.92017 1.55436  C24 1.531, C27 1.529, H36 1.092, H37 1.093
27 C 3.16197 -3.74601 0.40798  C26 1.529, C28 1.529, H34 1.093, H35 1.093
28 C 4.13124 -2.99593 -0.50689  C27 1.529, H29 1.093, C30 1.532, H33 1.093
29 H 4.87961 -2.48002 0.09926  C28 1.093
30 C 3.45527 -1.98798 -1.44128  C21 1.489, C28 1.532, H31 1.092, H32 1.095
31 H 4.15993 -1.68376 -2.21830  C30 1.092
32 H 2.60511 -2.47268 -1.93198  C30 1.095
33 H 4.65450 -3.73176 -1.12266  C28 1.093
34 H 2.34581 -4.15649 -0.19218  C27 1.093
35 H 3.70092 -4.59054 0.84569  C27 1.093
36 H 3.38345 -2.40777 2.08398  C26 1.092
37 H 2.10188 -3.60643 2.25940  C26 1.093
38 H 0.79978 -2.37892 0.46104  C24 1.095
39 H 3.88633 0.99960 -1.73145  C20 1.071
40 H 3.26887 3.16924 -0.64791  C18 1.090
41 H 2.85156 3.02486 1.08036  C18 1.095
42 H 0.54218 1.74248 0.96711  N15 1.019
43 C -1.97051 2.18805 1.45563  C14 1.530, H44 1.091, C45 1.532, H48 1.090
44 H -3.02183 2.45777 1.34745  C43 1.091
45 C -1.85474 0.66381 1.55252  N8 1.446, C43 1.532, H46 1.095, H47 1.091
46 H -0.82467 0.36647 1.77744  C45 1.095
47 H -2.51165 0.28166 2.33553  C45 1.091
48 H -1.59234 2.64129 2.37240  C43 1.090
49 H -1.38883 3.79867 0.11902  C14 1.096
50 H -1.85280 -0.05208 -1.72568  C9 1.089
51 H -4.22569 -3.44667 0.17733  C1 1.087
52 H -5.40943 -3.94977 -1.03725  C1 1.086
53 H -3.72096 -3.68591 -1.50357  C1 1.088

In the natural (NBO) picture, each atom carries the following charge in e:
1. C -0.63
2. C -0.07
3. H 0.18
4. H 0.20
5. O -0.53
6. C 0.90
7. O -0.67
8. N -0.46
9. C -0.22
10. H 0.19
11. C -0.42
12. H 0.21
13. H 0.23
14. C -0.05
15. N -0.66
16. C 0.67
17. O -0.62
18. C -0.30
19. N -0.16
20. C -0.02
21. C -0.13
22. C 0.16
23. N -0.32
24. C -0.43
25. H 0.23
26. C -0.39
27. C -0.40
28. C -0.39
29. H 0.20
30. C -0.42
31. H 0.22
32. H 0.21
33. H 0.21
34. H 0.19
35. H 0.21
36. H 0.20
37. H 0.21
38. H 0.21
39. H 0.22
40. H 0.24
41. H 0.23
42. H 0.43
43. C -0.41
44. H 0.22
45. C -0.23
46. H 0.19
47. H 0.25
48. H 0.22
49. H 0.23
50. H 0.24
51. H 0.22
52. H 0.21
53. H 0.21

Q: Look up the multiplicity of the first one.
A: 1